Record 1
Density functional theory data (ωB97M-V with the def2-TZVPD basis set) for a molecular structure, C34H32N10O6SSr in a non-equilibrium geometry.

Last column: Mulliken charge in e.
Geometry (Å):
Sr  12.5754  10.2492  8.7659  1.985
O  10.8877  12.7661  11.7183  -0.773
C  11.2422  11.5927  11.6292  -0.314
O  10.9303  10.7769  10.6614  -0.645
C  12.2633  11.0104  12.6119  0.609
C  12.1126  9.4560  12.7508  -0.335
C  12.4624  9.0354  14.1430  -0.619
C  14.0217  9.3518  14.1090  -1.098
C  14.2204  9.6656  12.6120  -0.042
O  13.2254  8.8336  11.9993  0.006
C  13.7704  11.1347  12.3261  0.317
C  14.3269  11.6718  10.9973  -0.485
O  14.2926  12.8902  10.7924  -0.740
O  14.7521  10.8187  10.1718  -0.772
H  12.0756  11.5218  13.5719  0.566
H  11.2316  9.1494  12.2365  0.370
H  12.2507  8.0061  14.3121  -0.077
H  11.9298  9.6276  14.8870  0.503
H  14.5738  8.4769  14.4053  0.300
H  14.2657  10.1668  14.7848  0.387
H  15.2008  9.4137  12.1498  0.861
H  14.2063  11.8183  13.0993  0.328
C  7.8547  6.8919  10.2814  -1.242
N  9.0090  7.2760  9.5069  1.015
C  9.7380  8.3587  9.6178  -0.875
N  10.7041  8.3636  8.7054  0.216
C  10.5083  7.2035  8.0467  -0.570
N  9.4761  6.5285  8.4572  -0.966
C  8.1754  6.2260  11.6131  0.792
C  7.1046  5.8643  12.4579  -1.084
C  7.3753  5.3007  13.7085  -0.493
C  8.6768  5.1354  14.1747  -1.194
C  9.6886  5.5181  13.3121  0.044
C  9.4688  6.0342  12.0474  -0.034
C  11.0280  5.3751  13.8535  0.602
N  11.3204  5.2411  15.1258  -0.459
N  12.7070  5.2519  15.1906  -0.469
C  13.1411  5.3994  13.9787  0.322
O  12.1449  5.4549  13.0491  -0.271
C  14.5254  5.4443  13.5109  0.138
C  15.5171  5.0821  14.3967  -0.987
C  16.8129  5.0961  13.9428  -0.710
C  17.1033  5.5384  12.6590  -0.815
C  16.1110  5.8853  11.7705  0.599
C  16.4458  6.3169  10.3457  -1.487
N  15.3502  6.7595  9.5098  1.181
C  14.7680  7.9622  9.4959  -0.653
N  13.8578  8.0006  8.5626  -0.022
C  13.9724  6.7832  7.9488  -0.365
N  14.8449  6.0034  8.5070  -1.059
C  14.7863  5.8202  12.2347  0.711
H  7.3095  6.1809  9.6713  0.381
H  7.2309  7.7466  10.4552  0.445
H  9.5906  9.1352  10.3727  0.598
H  11.0926  6.8896  7.1891  0.465
H  6.0698  6.0282  12.1703  0.449
H  6.5442  5.0194  14.3508  0.371
H  8.9344  4.7374  15.1486  0.549
H  10.3091  6.2998  11.4456  0.947
H  15.2789  4.8324  15.4174  0.549
H  17.6219  4.7494  14.5782  0.395
H  18.1607  5.5756  12.2952  0.391
H  16.8722  5.4899  9.7806  0.433
H  17.2214  7.1119  10.3269  0.443
H  14.9523  8.6915  10.2477  0.368
H  13.3368  6.5139  7.1000  0.407
H  13.9421  6.1446  11.6198  0.546
C  16.4400  14.7636  7.2529  -1.420
C  15.1610  14.0040  7.3511  0.725
C  14.1387  14.4483  8.1275  -0.579
C  12.9494  13.6917  8.1995  1.242
N  12.7826  12.5496  7.4856  -0.784
C  13.7836  12.1667  6.6808  0.028
S  13.6941  10.7177  5.8992  -0.421
N  14.9672  12.8774  6.6495  -0.070
C  11.8694  14.1135  9.1416  -1.442
H  16.2615  15.7253  6.8223  0.349
H  17.1975  14.2469  6.6586  0.376
H  16.8882  14.8973  8.2300  0.349
H  14.2401  15.3315  8.8024  0.347
H  15.6525  12.4519  6.0441  0.284
H  11.3761  15.0022  8.7242  0.445
H  12.2789  14.4269  10.0674  0.386
H  11.1300  13.3166  9.3011  0.253

## Properties
Energy relative to the best compared isomer or geometry (same formula, charge and spin) = 0.0000 eV
Net charge = 0
Kohn-Sham gap = 8.1167 eV

***

Record 2
Density functional theory data (ωB97M-V with the def2-TZVPD basis set) for 9 unconnected molecules or ions with the total composition C25H58F12N5O17S4 in a non-equilibrium geometry.

Last column: Mulliken charge in e.
Geometry (Å):
C  -1.1714  -1.8809  0.5072  1.069
C  -0.3441  -0.6537  0.6181  -0.120
O  -0.6995  0.4728  0.4679  -0.416
N  1.0930  -0.9405  0.8710  2.137
H  1.1113  -1.7329  1.5449  -0.264
H  1.6005  -1.3099  0.0359  0.295
C  1.8778  0.2425  1.3112  -0.393
H  -0.9726  -2.3368  -0.4626  -1.203
H  -2.2213  -1.5993  0.5508  0.170
H  -1.0797  -2.6039  1.3214  0.249
H  2.8345  -0.1273  1.6620  0.330
H  1.3291  0.7595  2.0971  0.151
H  1.9869  0.9242  0.4728  -0.266
C  -0.4665  -5.0239  -0.7943  -1.228
C  0.9573  -4.7203  -0.4955  0.566
O  1.5316  -3.7070  -0.6831  -0.419
N  1.6037  -5.7519  0.4302  0.320
H  1.8758  -5.3510  1.3580  0.168
H  0.8605  -6.4238  0.6305  0.454
C  2.7052  -6.5320  -0.2556  -0.829
H  -0.6313  -5.8187  -1.5314  0.499
H  -0.9664  -4.1539  -1.1952  0.001
H  -0.9572  -5.4658  0.0782  0.445
H  2.7578  -7.5366  0.1560  0.393
H  3.6139  -6.0155  0.0382  0.300
H  2.5159  -6.5876  -1.3217  0.339
C  -0.8000  0.4832  6.4250  -1.014
N  -1.3111  -0.0799  5.1266  0.381
C  -1.0124  0.9137  4.0312  -1.051
C  -0.6408  -1.4056  4.8751  -1.236
C  -2.8019  -0.2266  5.2942  -0.738
C  -3.4646  -1.0591  4.2297  -0.735
O  -2.9960  -0.7491  2.9174  -0.200
H  -0.9819  -0.2553  7.1991  0.403
H  -1.3030  1.4336  6.5821  0.448
H  0.2713  0.6484  6.3344  0.372
H  -0.1167  1.4559  4.3243  0.427
H  -1.8226  1.6389  4.0197  0.289
H  -0.9682  0.4196  3.0699  0.379
H  -1.0103  -1.8164  3.9377  0.312
H  -0.7561  -2.1359  5.6716  0.245
H  0.4211  -1.1982  4.7455  0.623
H  -3.2424  0.7703  5.3996  0.453
H  -3.0080  -0.5215  6.3267  0.448
H  -4.5505  -0.9139  4.2245  0.545
H  -3.4195  -2.1516  4.2919  0.322
H  -3.6676  -0.4392  2.3089  0.162
C  -3.2213  1.0872  -3.6828  -1.028
N  -2.3590  2.2657  -3.3491  0.137
C  -2.7610  2.6881  -1.9491  -0.913
C  -0.9231  1.8359  -3.2948  -0.070
C  -2.6494  3.3900  -4.3405  -0.308
C  -1.6257  4.5406  -4.3393  -0.280
O  -2.2283  5.5710  -5.1159  -0.570
H  -2.9910  0.7609  -4.6964  0.493
H  -4.2661  1.3926  -3.6617  0.451
H  -3.0465  0.2507  -3.0107  0.290
H  -2.1366  3.5596  -1.7497  0.319
H  -2.4298  1.8821  -1.2993  0.404
H  -3.8131  2.9467  -1.9361  0.361
H  -0.3571  2.7259  -3.0392  -0.337
H  -0.6764  1.4273  -4.2708  0.473
H  -0.7599  1.0437  -2.5689  0.084
H  -3.6517  3.7376  -4.1039  0.423
H  -2.6367  2.8178  -5.2651  0.285
H  -0.7207  4.3385  -4.9064  0.297
H  -1.3971  4.9929  -3.3684  0.178
H  -2.9490  6.0007  -4.6430  0.324
C  1.2601  3.9459  -0.9287  -1.349
N  2.2137  5.0914  -0.7754  0.295
C  2.2067  5.6517  0.6035  -0.878
C  3.5982  4.5699  -1.1091  -1.157
C  1.7972  6.1916  -1.7165  -0.375
C  2.3675  6.0774  -3.1174  -0.791
O  1.7834  4.9770  -3.8040  -0.384
H  0.2688  4.3570  -0.7299  0.409
H  1.4881  3.2214  -0.1516  0.337
H  1.2910  3.5081  -1.9186  0.490
H  1.2177  6.0965  0.7154  0.414
H  2.9259  6.4666  0.6535  0.416
H  2.4235  4.9382  1.3923  0.298
H  4.2767  5.4114  -0.9982  0.372
H  3.5789  4.1048  -2.0890  0.488
H  3.8292  3.7990  -0.3767  0.439
H  2.1423  7.1531  -1.3363  0.420
H  0.7128  6.2532  -1.7866  0.330
H  3.4559  6.0065  -3.1824  0.414
H  2.0895  6.9812  -3.6728  0.459
H  1.9799  4.9434  -4.7444  0.279
C  -4.9994  -3.4025  0.4357  0.541
F  -6.1670  -3.8669  -0.0050  -0.236
F  -4.4706  -2.5674  -0.4778  -0.162
F  -5.2020  -2.7023  1.5634  -0.248
S  -3.9000  -4.8743  0.8476  1.147
O  -3.6844  -5.5592  -0.4133  -0.692
O  -2.6582  -4.2715  1.3685  -0.650
O  -4.6287  -5.6559  1.8241  -0.664
C  5.3195  0.4692  -0.1221  0.633
F  5.6972  -0.7071  0.3809  -0.248
F  4.8413  1.2354  0.8575  -0.212
F  6.3974  0.9956  -0.6918  -0.225
S  4.0411  0.0461  -1.4895  0.936
O  3.2446  1.2622  -1.6937  -0.546
O  4.8918  -0.3253  -2.5905  -0.636
O  3.2162  -1.0403  -0.9557  -0.916
C  -1.0256  -2.0296  -3.5900  0.403
F  0.0579  -1.9322  -2.7944  -0.087
F  -2.1285  -2.1412  -2.8174  -0.151
F  -1.1109  -0.8589  -4.2679  -0.304
S  -0.9407  -3.5071  -4.7639  1.133
O  -0.8840  -4.6196  -3.8250  -0.586
O  -2.1714  -3.3994  -5.5167  -0.669
O  0.2855  -3.3103  -5.5081  -0.656
C  3.7335  -3.0914  3.6767  0.694
F  3.6917  -1.8355  4.1532  -0.251
F  4.2089  -3.0514  2.4396  -0.214
F  4.5525  -3.8133  4.3979  -0.220
S  1.9740  -3.7346  3.6622  1.093
O  2.1130  -5.0395  3.0216  -0.912
O  1.4982  -3.8543  5.0122  -0.670
O  1.3360  -2.7551  2.7981  -0.944

## Properties
Net charge = +1
Kohn-Sham gap = 6.2781 eV

***

Record 3
Density functional theory data (ωB97M-V with the def2-TZVPD basis set) for 2 unconnected molecules or ions with the total composition C7H10FN2 in a non-equilibrium geometry.

Last column: Mulliken charge in e.
Geometry (Å):
C  -1.4818  2.0690  0.4719  -0.453
C  -1.2127  1.3406  -0.7553  -0.481
C  -0.3275  2.0462  1.2291  -0.416
C  0.1019  0.8035  -0.6421  0.491
C  0.6637  1.1917  0.6635  -0.486
C  -0.9660  -2.7985  0.5841  -0.281
C  0.7542  -0.0695  -1.4497  -0.087
N  -0.2416  -1.7781  0.3802  -0.063
N  1.8812  -0.6677  -1.4405  -0.317
F  0.6790  -1.5373  1.4494  -0.224
H  -2.4785  2.2303  0.8278  0.409
H  -1.9045  1.4692  -1.6796  0.352
H  -0.3843  2.5242  2.1750  0.410
H  1.6230  1.7480  0.6353  0.385
H  0.9016  0.2813  1.2424  0.264
H  -1.6400  -3.2426  -0.1326  0.294
H  -1.0367  -3.3822  1.5995  0.250
H  0.3325  -0.1133  -2.4444  0.390
H  2.3302  -1.2826  -2.1717  0.282
H  2.4062  -0.8324  -0.5424  0.279

## Properties
Energy relative to the best compared isomer or geometry (same formula, charge and spin) = 2.6713 eV
Net charge = +1
Kohn-Sham gap = 8.1286 eV

***

> Look up the net charge of the second one.

+1

***

> Which value of Kohn-Sham gap does entry 2 give?

6.2781 eV

***

> The lowest net charge belongs to which entry?

C34H32N10O6SSr

***

> Which of these has the highest Kohn-Sham gap?

C7H10FN2